[1]
{"formula": "C18H19N7OS", "method": "ωB97M-V/def2-TZVPD", "symbols": ["C", "C", "C", "C", "C", "C", "N", "C", "N", "N", "C", "N", "C", "C", "S", "C", "N", "C", "C", "C", "N", "C", "C", "O", "N", "C", "C", "H", "H", "H", "H", "H", "H", "H", "H", "H", "H", "H", "H", "H", "H", "H", "H", "H", "H", "H"], "xyz": [[-7.707327, -0.518398, 0.942661], [-6.942566, -0.621311, -0.378780], [-5.596467, 0.031984, -0.259168], [-4.483551, -0.693638, 0.143927], [-3.247880, -0.091338, 0.294730], [-3.097234, 1.268096, 0.030118], [-1.873795, 1.928411, 0.171529], [-0.618330, 1.464472, -0.060584], [-0.432848, 0.272377, -0.635523], [0.342604, 2.281220, 0.303355], [1.641596, 1.992746, 0.094410], [2.079225, 0.880264, -0.454210], [3.414003, 0.716485, -0.598474], [3.820946, -0.595414, -1.189857], [3.961352, -1.863982, 0.132129], [2.388397, -2.601695, 0.097118], [1.516791, -2.250745, -0.842065], [0.354795, -2.880874, -0.836546], [0.037015, -3.851799, 0.099196], [1.024230, -4.132370, 1.039266], [2.188843, -3.519896, 1.039178], [4.327489, 1.647905, -0.211840], [3.893010, 2.886928, 0.379165], [4.588907, 3.807770, 0.756015], [2.502399, 2.963605, 0.496365], [-4.216832, 2.007730, -0.346887], [-5.445211, 1.394796, -0.488216], [-8.682796, -0.990534, 0.854578], [-7.153699, -1.009580, 1.739692], [-7.849311, 0.524175, 1.217814], [-7.520605, -0.134663, -1.166851], [-6.821908, -1.673574, -0.643415], [-4.584465, -1.748763, 0.354100], [-2.410980, -0.669729, 0.655763], [-1.902048, 2.898955, 0.449323], [-1.195583, -0.212602, -1.074507], [0.550619, 0.039228, -0.814559], [3.071163, -0.966838, -1.885366], [4.805747, -0.539667, -1.647699], [-0.334450, -2.593901, -1.621746], [-0.912357, -4.359772, 0.097024], [0.882722, -4.872786, 1.816083], [5.386510, 1.491415, -0.329176], [2.109854, 3.799486, 0.911624], [-4.113753, 3.067336, -0.529918], [-6.301300, 1.982432, -0.786070]], "forces_ev_per_angstrom": [[-0.028, -0.085, -0.201], [-0.065, 0.049, 0.226], [-0.014, -0.082, -0.133], [-0.096, 0.113, -0.098], [0.096, 0.106, 0.079], [-0.349, -0.263, -0.111], [-0.061, 0.302, 0.130], [0.283, -0.095, -0.195], [-0.238, -0.035, -0.014], [-0.145, 0.480, 0.305], [0.059, -0.167, -0.132], [-0.302, -0.066, 0.037], [0.489, 0.412, 0.082], [0.109, -0.367, 0.412], [0.403, 0.335, -0.136], [-0.389, -0.015, -0.256], [0.125, 0.091, -0.124], [-0.182, -0.319, 0.198], [0.124, 0.084, 0.003], [-0.382, -0.028, -0.210], [0.503, 0.087, 0.233], [-0.047, -0.259, -0.178], [-0.079, -0.105, -0.036], [0.140, 0.192, 0.090], [-0.084, 0.083, 0.055], [0.171, -0.035, 0.016], [0.055, -0.110, 0.087], [-0.120, -0.030, 0.069], [0.023, -0.024, 0.107], [-0.027, 0.085, 0.071], [0.025, -0.078, -0.058], [-0.020, 0.031, -0.093], [-0.015, -0.124, 0.020], [0.064, -0.035, 0.032], [0.145, -0.139, -0.002], [-0.030, 0.063, 0.065], [-0.028, -0.055, -0.040], [0.133, 0.120, -0.075], [-0.020, -0.020, -0.033], [-0.139, -0.058, -0.020], [-0.095, -0.055, 0.002], [-0.100, -0.073, 0.022], [0.111, 0.006, -0.024], [0.068, -0.102, -0.057], [0.027, 0.112, -0.067], [-0.098, 0.073, -0.046]], "nbo_charge": [-0.593, -0.417, -0.019, -0.204, -0.216, 0.115, -0.580, 0.657, -0.828, -0.639, 0.624, -0.625, 0.247, -0.559, 0.313, 0.253, -0.503, 0.090, -0.336, 0.098, -0.461, -0.397, 0.629, -0.617, -0.581, -0.216, -0.199, 0.210, 0.205, 0.206, 0.209, 0.207, 0.210, 0.218, 0.421, 0.401, 0.466, 0.270, 0.238, 0.190, 0.227, 0.200, 0.228, 0.428, 0.214, 0.214], "relative_energy_kcal_mol": 0.00, "gap_ha": 0.315, "lumo_ev": 0.414}


[2]
{"formula": "C2H5BO2", "method": "ωB97M-V/def2-TZVPD", "symbols": ["B", "C", "C", "O", "O", "H", "H", "H", "H", "H"], "xyz": [[-0.568150, 0.029239, 0.188605], [1.637690, 0.760826, -0.061571], [0.911706, -0.297787, 0.150077], [-1.260718, 1.095577, 0.501427], [-2.088996, -1.328058, -0.280815], [2.635542, 0.675905, -0.283434], [1.040249, 1.738034, -0.198078], [1.415492, -1.233901, 0.178012], [-2.135402, 0.700476, 0.228541], [-1.587413, -2.140315, -0.422762]], "forces_ev_per_angstrom": [[-2.246, -3.358, -0.343], [-2.581, 3.191, -0.742], [-1.046, -1.022, 0.224], [-1.167, -0.568, -0.659], [3.210, 2.573, 0.863], [2.389, 0.331, -0.229], [1.697, -1.233, 0.335], [-0.167, -0.862, 0.105], [0.074, 0.902, 0.478], [-0.163, 0.046, -0.033]], "nbo_charge": [1.188, -0.259, -0.642, -0.889, -1.047, 0.199, 0.206, 0.238, 0.552, 0.454], "relative_energy_kcal_mol": 71.10, "gap_ha": 0.373, "lumo_ev": 0.313}


[3]
{"formula": "C25H23F8IrN6OSe2Si", "method": "ωB97M-V/def2-TZVPD", "symbols": ["Ir", "Se", "Se", "C", "C", "C", "C", "C", "N", "C", "C", "C", "C", "C", "N", "H", "H", "H", "H", "H", "H", "H", "H", "O", "N", "C", "C", "N", "C", "N", "F", "C", "F", "F", "C", "C", "C", "N", "C", "C", "H", "H", "H", "H", "F", "C", "F", "C", "F", "F", "F", "C", "Si", "C", "C", "C", "H", "H", "H", "H", "H", "H", "H", "H", "H", "H", "H"], "xyz": [[1.115915, 0.537869, -0.047155], [4.001866, 1.435181, 2.061604], [2.774850, -0.340577, 2.914115], [1.101212, 0.580090, 3.092519], [0.553623, 0.747775, 4.353261], [-0.634356, 1.454190, 4.476049], [-1.207034, 2.008603, 3.343832], [-0.594770, 1.801495, 2.121957], [0.515754, 1.061849, 1.994340], [4.296817, 0.780475, 0.278492], [5.574430, 0.912137, -0.240862], [5.845668, 0.393098, -1.497465], [4.848119, -0.297619, -2.165279], [3.598717, -0.378435, -1.582304], [3.308084, 0.189750, -0.402693], [1.064022, 0.348790, 5.217950], [-1.085570, 1.593047, 5.449259], [-2.110973, 2.598225, 3.391213], [-0.996743, 2.226386, 1.213408], [6.345221, 1.398046, 0.341182], [6.830358, 0.503664, -1.930763], [5.021126, -0.755651, -3.128080], [2.783243, -0.885734, -2.081844], [1.926055, 3.434594, 0.015157], [2.947294, 3.585111, -0.604161], [3.196244, 4.083092, -1.765588], [4.559206, 4.001404, -2.209773], [5.651212, 3.886257, -2.542477], [2.169872, 4.644978, -2.593036], [1.348851, 5.097671, -3.254425], [-1.687219, -5.888729, 1.050609], [-0.850101, -5.668640, 0.027970], [-1.519940, -5.907198, -1.105494], [0.150284, -6.548901, 0.114041], [-0.348301, -4.242202, 0.057430], [-1.267066, -3.206553, -0.017088], [-0.796769, -1.909747, 0.009646], [0.507155, -1.621081, 0.113741], [1.384798, -2.623637, 0.187348], [0.999245, -3.952312, 0.159934], [-2.328442, -3.398230, -0.099401], [-1.475146, -1.070396, -0.062718], [2.426284, -2.346133, 0.285175], [1.739021, -4.736986, 0.221725], [-1.052744, 0.448729, -1.992045], [0.094617, 1.182890, -1.796608], [-0.307728, 2.491069, -1.682360], [0.851253, 1.097439, -3.132116], [2.048236, 1.711800, -3.028426], [1.088522, -0.190092, -3.440019], [0.187222, 1.652763, -4.132305], [-4.537749, -1.174658, -1.224030], [-4.615974, -0.019589, 0.246113], [-4.162836, -0.983522, 1.789082], [-6.310261, 0.727311, 0.415977], [-3.342465, 1.312864, 0.008576], [-5.317365, -1.937303, -1.161204], [-3.572514, -1.684798, -1.283163], [-4.672682, -0.630162, -2.159846], [-4.904250, -1.760112, 1.990716], [-4.119087, -0.332173, 2.664544], [-3.190491, -1.475033, 1.692630], [-7.067075, -0.049455, 0.541360], [-6.573609, 1.308072, -0.470123], [-6.366036, 1.392288, 1.279858], [-3.548969, 2.339894, -0.270804], [-2.290111, 1.046736, -0.017149]], "forces_ev_per_angstrom": [[0.136, -0.546, -0.084], [-0.030, -0.019, -0.025], [0.025, 0.003, -0.029], [-0.033, -0.076, 0.157], [0.006, 0.006, -0.068], [-0.021, 0.021, -0.004], [0.026, -0.019, 0.017], [-0.009, -0.007, 0.071], [-0.015, 0.323, -0.301], [0.027, -0.077, 0.000], [0.003, -0.002, -0.014], [0.003, 0.017, 0.015], [-0.029, -0.003, 0.022], [0.027, 0.007, -0.081], [-0.061, 0.197, 0.094], [0.001, -0.002, 0.000], [-0.004, 0.004, -0.002], [-0.005, -0.006, 0.008], [-0.003, 0.012, -0.022], [0.006, -0.010, 0.000], [0.000, 0.003, -0.001], [-0.004, -0.002, -0.002], [0.030, 0.018, 0.017], [0.047, 0.158, 0.038], [-0.206, -0.090, 0.031], [0.215, 0.042, -0.122], [-0.072, 0.009, 0.039], [0.004, -0.004, -0.016], [0.030, -0.012, 0.039], [-0.019, 0.001, 0.014], [-0.002, -0.005, 0.000], [0.006, 0.018, 0.004], [-0.002, -0.003, -0.004], [0.005, -0.002, 0.000], [-0.037, -0.003, -0.003], [0.018, 0.005, 0.015], [0.006, -0.052, 0.018], [-0.058, -0.019, -0.090], [-0.015, -0.028, 0.046], [0.039, -0.008, 0.015], [0.003, -0.004, 0.007], [0.003, 0.001, -0.020], [0.003, 0.007, -0.017], [-0.001, 0.002, -0.002], [0.010, 0.001, -0.063], [0.098, 0.190, 0.337], [-0.003, -0.012, -0.033], [-0.053, -0.044, 0.030], [-0.003, 0.019, -0.026], [-0.017, 0.005, -0.024], [0.018, -0.028, -0.004], [0.002, -0.053, -0.053], [0.087, 0.151, 0.017], [0.011, -0.044, 0.067], [-0.050, 0.038, -0.008], [-0.071, -0.184, 0.024], [0.009, -0.015, -0.002], [-0.012, 0.015, -0.035], [-0.018, -0.011, -0.004], [0.011, -0.012, 0.004], [-0.013, -0.007, 0.004], [-0.004, 0.010, 0.021], [-0.007, 0.006, 0.004], [-0.007, -0.002, 0.000], [-0.008, -0.002, 0.002], [0.015, 0.007, 0.018], [-0.040, 0.116, -0.037]], "lowdin_spin": [2.179, 0.010, 0.021, 0.015, 0.005, 0.000, 0.007, 0.030, 0.103, 0.017, 0.006, 0.005, 0.004, 0.025, 0.101, 0.001, 0.000, 0.001, 0.012, 0.001, 0.000, 0.000, 0.007, 0.617, 0.413, 0.030, 0.001, -0.018, 0.013, -0.014, 0.000, 0.000, 0.000, 0.000, 0.001, 0.003, 0.015, 0.103, 0.012, 0.003, 0.000, 0.005, 0.001, 0.001, 0.040, 0.143, 0.044, 0.030, 0.008, 0.007, 0.008, 0.030, 0.100, 0.016, 0.000, 0.730, 0.004, 0.000, 0.001, 0.002, 0.001, 0.000, 0.000, 0.000, 0.001, 0.047, 0.050], "relative_energy_kcal_mol": 0.00, "total_charge": 1, "multiplicity": 6, "gap_ha": [0.265, 0.261], "lumo_ev": [-3.776, -4.949]}


For each record above, in turn, the calculated E values are -42289.852, -6925.325, -200423.889 eV.